Entry 1:
{
  "formula": "C28H78F3N12O12S",
  "method": "ωB97M-V/def2-TZVPD",
  "elements": ["H", "H", "H", "N", "H", "H", "O", "H", "N", "H", "C", "H", "C", "C", "H", "N", "N", "O", "C", "H", "F", "O", "C", "C", "H", "H", "H", "C", "H", "H", "H", "H", "C", "H", "C", "N", "H", "H", "O", "H", "H", "H", "C", "H", "N", "H", "H", "H", "H", "H", "F", "H", "O", "N", "H", "H", "H", "H", "O", "H", "H", "C", "H", "C", "N", "H", "H", "H", "H", "H", "H", "O", "H", "H", "H", "C", "H", "S", "O", "C", "H", "H", "H", "H", "O", "H", "H", "H", "H", "F", "H", "H", "N", "H", "H", "O", "C", "H", "N", "H", "O", "C", "C", "C", "H", "C", "N", "C", "H", "H", "H", "N", "H", "H", "C", "H", "H", "H", "C", "H", "O", "C", "H", "C", "C", "H", "H", "H", "C", "H", "C", "H", "C", "H"],
  "coordinates": [[-6.061, 3.039, -1.435], [-1.092, -5.284, 1.264], [1.833, 1.502, 9.360], [-4.698, -4.270, 3.233], [-2.554, -6.877, 2.337], [5.705, 6.555, -3.801], [6.354, 5.091, -5.848], [4.052, 3.780, -4.267], [0.953, 3.493, 8.513], [-6.472, -0.069, 9.250], [4.082, -7.181, -1.084], [-0.379, 1.458, 7.432], [0.043, 1.260, -0.328], [1.464, 8.481, -2.759], [8.015, 0.498, 0.135], [1.569, 9.450, -1.887], [-5.754, -0.084, 8.539], [1.374, 2.585, -2.456], [-5.028, 0.363, 3.896], [5.216, -0.146, -1.770], [1.039, 0.391, -0.042], [-6.442, 4.863, -3.077], [7.864, -0.579, 0.063], [-5.370, 4.266, -2.788], [1.548, 4.116, 9.040], [-5.608, 0.444, 2.977], [-4.653, 3.312, -9.366], [-3.387, -6.182, 2.227], [0.476, -0.710, 4.535], [-2.893, -0.404, -7.467], [2.292, -3.421, -1.410], [0.432, 4.062, 7.861], [8.970, -1.155, -0.833], [-1.824, -3.773, 1.816], [-5.628, 2.847, -9.512], [-6.794, 0.872, -10.140], [-6.839, 2.139, 6.255], [11.049, -1.445, -0.891], [0.893, 0.699, 6.077], [4.796, 3.319, -5.833], [-4.500, 0.633, 6.271], [6.516, 1.054, -1.563], [-3.611, -5.232, 3.446], [5.024, 5.114, -3.032], [-4.235, 4.505, -3.313], [-7.497, 1.774, 7.922], [0.127, 2.396, 5.968], [5.777, -8.340, -0.176], [2.207, 10.209, -2.075], [1.239, -4.151, -2.518], [0.276, 2.373, 0.344], [3.734, -5.250, -0.251], [2.587, -5.471, -2.060], [0.798, 7.513, -2.266], [2.164, 3.187, 6.923], [6.822, -0.415, -2.321], [3.344, -7.589, -0.393], [-4.299, 2.901, -1.860], [-1.129, 2.381, -2.492], [0.965, 6.641, -2.749], [-4.560, -3.871, 2.316], [-5.435, 1.368, -9.767], [-7.018, 1.339, -11.008], [6.258, -0.002, -1.485], [4.731, 3.895, -5.005], [-1.886, 1.084, -7.333], [-4.727, -0.456, -8.987], [-3.992, 5.040, -4.134], [-7.478, 1.086, -9.429], [8.897, -0.607, -1.773], [-4.807, -3.529, 3.911], [0.232, 0.468, -2.890], [-0.230, 0.767, 4.382], [-3.169, -6.710, 4.949], [-2.736, -4.586, 3.514], [8.678, -2.664, -1.143], [2.920, -3.720, -3.068], [0.178, 1.739, -2.191], [1.983, 8.418, -3.834], [0.455, 1.804, 6.823], [8.473, -3.272, -0.262], [7.918, -0.967, 1.080], [-4.445, -0.558, 3.919], [-1.897, -4.142, 0.044], [-3.039, -5.435, 1.072], [2.798, 0.783, 8.236], [3.310, 2.382, 8.830], [-0.843, -0.180, 5.749], [6.176, -6.763, -0.756], [-1.120, 0.666, -0.009], [7.743, -2.758, -1.695], [9.467, -3.105, -1.753], [10.361, -0.939, -0.352], [-3.816, -5.143, 5.536], [-4.804, -1.089, 6.238], [-5.989, 0.223, 4.899], [-6.682, 1.638, 7.211], [-3.357, 0.902, -6.521], [4.230, -7.900, -2.321], [-5.903, 2.258, 7.654], [-3.550, 1.301, -8.536], [0.047, 0.065, 5.169], [-1.870, -4.551, 1.054], [2.297, -4.104, -2.260], [-3.529, 3.827, -3.064], [3.803, -5.648, -1.263], [5.395, 5.595, -3.839], [-5.282, -0.115, 6.137], [0.170, 7.526, -1.475], [-6.073, 2.993, -8.528], [5.086, -7.691, -2.816], [-5.227, 3.289, -1.946], [-4.875, -6.324, 4.768], [-5.443, -1.040, 8.640], [-4.758, 0.577, -8.643], [10.643, 0.014, -0.537], [-6.150, 3.558, -10.153], [-4.351, 1.217, 3.912], [1.575, 2.582, 7.612], [-5.209, 0.604, -7.651], [6.486, -0.659, -0.273], [2.458, 1.781, 8.512], [5.379, -6.949, 0.794], [-3.871, -5.899, 4.753], [-6.287, 0.153, 7.175], [3.579, -7.507, -2.985], [-4.261, -6.798, 2.017], [1.173, 9.378, -0.960], [5.631, 4.828, -4.878], [-4.730, 1.304, -10.595], [5.399, -7.319, -0.231], [-7.174, -0.464, 7.036], [-2.890, 0.686, -7.482], [4.682, -5.216, -1.740]],
  "gap_ev": 8.212,
  "de_lowest_kj_mol": 727.40,
  "lumo_energy_ha": 0.0623,
  "e_homo_ha": -0.2395,
  "charge": -1,
  "energy_ev": -91736.327
}


Entry 2:
{
  "formula": "C28H78F9N6O8P",
  "method": "ωB97M-V/def2-TZVPD",
  "elements": ["C", "H", "C", "H", "H", "H", "H", "H", "F", "H", "C", "F", "C", "H", "H", "H", "F", "H", "C", "N", "F", "C", "F", "N", "H", "C", "H", "H", "C", "C", "H", "H", "H", "H", "H", "H", "H", "H", "C", "C", "C", "N", "N", "H", "H", "O", "H", "H", "C", "N", "C", "H", "H", "H", "O", "C", "H", "H", "H", "H", "H", "C", "C", "O", "C", "H", "H", "F", "H", "H", "H", "H", "H", "H", "H", "H", "H", "H", "F", "P", "C", "H", "H", "F", "O", "H", "H", "O", "C", "H", "H", "H", "H", "H", "H", "H", "H", "C", "C", "O", "H", "H", "H", "H", "H", "H", "H", "C", "H", "H", "H", "H", "C", "O", "H", "H", "F", "H", "N", "H", "H", "C", "H", "H", "C", "O", "H", "C", "C", "H"],
  "coordinates": [[17.907, 15.596, 13.488], [21.023, 16.516, 12.880], [18.021, 10.292, 16.971], [16.315, 14.325, 11.033], [13.478, 10.086, 14.877], [11.393, 14.005, 19.074], [13.325, 7.630, 19.189], [9.643, 12.333, 10.927], [16.845, 15.112, 16.310], [12.340, 14.527, 12.094], [11.444, 13.910, 12.018], [16.674, 13.276, 15.344], [14.740, 7.443, 13.847], [12.608, 9.308, 9.756], [19.085, 10.066, 17.041], [14.594, 14.375, 19.917], [9.319, 11.687, 16.403], [15.186, 16.062, 13.989], [13.090, 10.813, 15.590], [14.154, 6.345, 9.562], [7.670, 12.682, 15.399], [16.352, 15.034, 20.827], [9.205, 14.163, 14.289], [11.324, 13.205, 18.461], [14.839, 11.747, 15.091], [16.238, 13.990, 16.453], [15.920, 16.990, 24.697], [11.267, 13.558, 13.034], [15.921, 9.382, 17.690], [16.253, 16.297, 20.055], [15.023, 7.412, 17.218], [17.540, 16.717, 24.212], [15.008, 5.843, 9.760], [12.381, 14.147, 9.452], [15.432, 16.867, 20.489], [13.849, 7.340, 14.468], [16.918, 14.333, 20.214], [17.980, 10.953, 17.837], [13.920, 8.466, 18.820], [13.820, 7.719, 10.178], [11.631, 12.830, 10.986], [14.987, 14.367, 20.847], [11.674, 13.437, 9.578], [17.623, 10.666, 16.028], [16.799, 15.692, 10.339], [15.963, 15.907, 23.087], [9.526, 9.320, 10.695], [13.521, 12.798, 14.629], [16.914, 15.137, 22.286], [16.142, 7.178, 18.994], [9.831, 12.175, 20.179], [15.851, 10.032, 18.562], [15.267, 14.411, 13.352], [10.154, 12.822, 20.995], [14.574, 6.966, 12.478], [12.686, 8.309, 9.328], [12.231, 10.521, 20.340], [16.788, 15.322, 24.871], [10.558, 11.022, 11.875], [12.696, 7.035, 11.943], [17.871, 14.522, 13.671], [14.668, 14.158, 16.593], [11.048, 11.923, 19.255], [14.030, 14.794, 17.752], [12.354, 11.535, 19.960], [15.638, 6.305, 19.060], [13.525, 8.672, 12.153], [9.141, 13.954, 16.627], [12.595, 12.365, 11.190], [17.902, 14.841, 11.085], [17.005, 7.000, 18.500], [13.119, 11.346, 19.206], [11.990, 12.713, 8.949], [17.267, 14.193, 22.701], [10.041, 9.109, 9.068], [16.744, 16.903, 12.117], [14.554, 15.717, 12.372], [7.008, 12.298, 20.238], [10.891, 13.046, 15.375], [9.271, 12.918, 15.356], [13.563, 7.664, 11.740], [8.721, 10.282, 9.498], [14.928, 8.509, 13.977], [16.841, 13.500, 17.555], [17.279, 9.162, 17.409], [12.571, 12.236, 20.766], [10.713, 14.633, 11.657], [10.596, 10.931, 9.850], [16.574, 16.219, 24.289], [17.785, 16.126, 14.433], [10.752, 11.188, 18.506], [20.585, 15.116, 13.908], [15.576, 6.874, 14.255], [20.044, 16.685, 14.349], [13.428, 5.663, 9.729], [7.842, 13.713, 20.941], [12.251, 13.081, 18.080], [7.630, 13.166, 20.022], [10.538, 11.721, 11.039], [8.830, 12.814, 19.409], [17.900, 15.602, 22.292], [14.725, 8.289, 9.969], [7.166, 13.914, 19.379], [13.012, 8.376, 8.290], [15.443, 9.870, 16.841], [12.017, 10.980, 15.501], [14.135, 9.028, 19.728], [13.885, 12.153, 15.429], [16.144, 16.254, 18.971], [10.702, 13.305, 17.672], [17.139, 16.929, 19.996], [14.359, 14.732, 15.719], [20.238, 16.056, 13.480], [13.946, 12.867, 16.592], [10.835, 13.909, 9.271], [13.200, 10.390, 16.589], [9.466, 11.763, 14.268], [16.375, 7.507, 19.920], [16.932, 15.115, 11.157], [14.327, 14.808, 21.471], [15.069, 13.428, 21.212], [15.249, 8.084, 18.046], [11.731, 7.820, 9.521], [14.125, 6.536, 8.570], [9.693, 9.868, 9.768], [19.060, 16.043, 12.742], [9.383, 11.279, 20.610], [15.335, 15.466, 13.089], [16.691, 15.871, 12.466], [13.270, 9.090, 18.206]],
  "gap_ev": 6.657,
  "de_lowest_kj_mol": 516.53,
  "lumo_energy_ha": -0.3331,
  "e_homo_ha": -0.5777,
  "charge": 4,
  "energy_ev": -89332.753
}


Entry 3:
{
  "formula": "C28H78MgN5O9",
  "method": "ωB97M-V/def2-TZVPD",
  "elements": ["C", "H", "H", "H", "C", "H", "C", "H", "O", "H", "H", "C", "H", "C", "H", "H", "O", "H", "H", "H", "O", "H", "H", "H", "O", "H", "H", "H", "N", "C", "H", "C", "H", "H", "H", "O", "H", "H", "H", "H", "C", "H", "H", "H", "C", "H", "H", "H", "H", "H", "C", "C", "C", "H", "H", "C", "O", "H", "H", "O", "H", "C", "H", "H", "H", "H", "H", "H", "C", "H", "H", "H", "H", "H", "C", "N", "C", "O", "C", "H", "Mg", "H", "H", "H", "H", "H", "C", "C", "C", "H", "H", "O", "C", "H", "H", "N", "C", "C", "H", "H", "C", "N", "H", "H", "C", "H", "H", "H", "H", "H", "C", "H", "H", "H", "H", "N", "C", "H", "H", "H", "H"],
  "coordinates": [[1.010, 4.189, 1.698], [-4.474, 2.644, -3.610], [1.558, 4.977, 1.182], [-2.045, -1.302, 4.321], [-0.533, -0.224, -0.583], [3.696, 3.826, -0.722], [3.754, -0.272, 0.640], [-1.499, 2.629, -3.965], [-1.583, -4.069, -4.572], [4.869, 3.666, 0.572], [-0.295, 1.933, -0.020], [3.983, -2.933, 4.665], [0.080, 4.626, 2.062], [-0.578, 0.197, 4.140], [2.039, -1.989, -4.245], [3.256, -3.396, 5.333], [-4.633, 4.445, 1.958], [-1.613, -0.109, -0.674], [2.189, -0.706, 4.160], [-3.367, -1.817, -0.660], [-0.702, 4.443, -3.352], [-3.219, 4.983, -3.580], [-0.273, 1.586, -1.710], [-1.804, -3.496, 3.761], [-0.583, -1.923, 3.059], [4.289, -1.085, 1.131], [2.284, -4.334, -0.118], [0.780, -3.471, -0.148], [2.634, 0.203, 1.379], [-2.873, 4.116, -4.143], [-4.949, 3.764, -4.802], [-1.741, 3.491, -3.344], [0.937, 1.435, 3.372], [2.370, -3.563, -3.687], [-1.240, -5.615, -5.868], [3.966, 1.885, -0.200], [-5.327, 2.756, 1.052], [0.513, -4.530, -4.836], [4.069, -1.682, -1.037], [4.728, -3.645, 4.310], [0.020, 1.179, -0.742], [-5.187, -3.413, -1.599], [-2.998, 2.322, 0.094], [0.897, 3.306, 1.069], [-5.048, -3.139, -0.554], [1.361, 3.621, 3.887], [-2.117, -4.227, -6.563], [-3.522, -2.503, 0.903], [5.169, 3.132, -1.115], [-1.863, -3.081, 2.002], [-4.644, 3.575, 0.828], [-1.458, -0.904, 3.493], [-3.142, 3.137, 0.803], [-5.050, -5.061, -0.077], [-0.065, -3.059, -5.649], [0.564, 3.911, -2.779], [-0.022, -0.970, 0.458], [2.334, 0.817, 0.635], [2.313, 4.953, 3.317], [2.847, 2.964, 2.659], [3.954, -1.540, 2.993], [4.449, 3.161, -0.297], [-0.145, -0.229, 5.045], [1.865, -2.086, 4.657], [-1.604, 5.148, -5.081], [-2.867, 2.723, 1.774], [-0.387, -3.873, 2.682], [-0.172, -1.865, -3.599], [1.897, 3.993, 3.014], [-5.003, 4.077, -0.071], [3.886, -3.606, 1.698], [3.152, -0.148, -1.419], [5.076, 1.295, 1.420], [-2.498, 3.962, 0.499], [4.743, 0.912, 0.455], [-0.232, -3.441, -2.301], [0.301, -2.845, -3.537], [-5.456, -4.229, 0.176], [-1.997, -4.854, -5.680], [-2.156, 1.346, 5.258], [1.059, -0.974, 2.176], [-1.101, -3.903, -2.527], [0.887, 3.031, -3.335], [-0.381, -2.675, -1.659], [-1.793, 1.990, 3.574], [2.699, -4.402, 2.593], [-0.146, -3.666, -4.748], [3.270, -2.310, 3.350], [1.528, -3.886, 0.528], [2.006, -2.275, -2.457], [-0.231, 1.102, 2.413], [1.978, -2.906, 1.435], [-3.648, -2.740, -0.153], [-2.184, -0.499, 2.789], [2.340, -1.473, -0.637], [2.025, -1.624, 3.773], [-1.413, 1.516, 4.479], [1.778, -2.680, -3.443], [-0.350, -0.862, -1.447], [-2.927, -5.288, -5.313], [3.304, -0.972, -0.722], [-2.429, 4.681, -5.429], [-3.758, 2.436, -5.199], [-1.996, 3.336, -2.296], [2.995, -3.397, 2.292], [3.501, 2.868, 3.355], [-5.688, -2.288, -0.320], [1.101, 1.289, -0.826], [-2.080, 3.965, -6.049], [-2.874, -3.447, -0.452], [-4.087, 3.182, -4.475], [5.579, 0.718, -0.217], [-4.249, 3.935, 2.674], [3.018, 0.891, 2.011], [0.363, 3.664, -1.736], [0.376, 0.648, 3.080], [-1.230, -3.211, 2.879], [-0.742, 2.329, 4.757], [1.033, -4.691, 1.072], [4.301, -2.210, 5.417], [1.301, 4.707, -2.883]],
  "gap_ev": 7.534,
  "de_lowest_kj_mol": 0.00,
  "lumo_energy_ha": -0.1001,
  "e_homo_ha": -0.3770,
  "charge": 1,
  "energy_ev": -61615.582
}